This record from the OMol25 dataset describes a 2-piece molecular cluster, C7H9N2O2 overall. The level of theory is the ωB97M-V functional and the def2-TZVPD basis.

ORCA input file:
```
! wB97M-V def2-TZVPD RIJCOSX def2/J DEFGRID3
* xyz -1 1
C 1.83 1.20 -0.44
C 1.37 0.74 0.74
C 0.75 1.64 -1.20
C -0.24 -1.81 -0.79
C -0.11 -1.42 0.49
C -0.03 -2.08 1.76
C -1.72 1.53 -0.79
N -0.06 0.77 0.76
N -0.38 1.36 -0.39
O 1.97 0.30 1.75
O 0.62 2.28 -2.25
H 2.85 1.25 -0.92
H -0.28 -1.02 -1.54
H -0.40 -2.73 -0.99
H -1.03 -2.23 2.32
H 0.57 -1.54 2.42
H 0.39 -3.12 1.60
H -1.67 2.27 -1.71
H -2.25 0.56 -0.95
H -2.18 2.05 0.13
*
```

Calculated values
F_max, eV Å⁻¹: 8.81
HOMO-LUMO gap (alpha / beta), Ha: 0.263 / 0.263
Highest occupied orbital energy (alpha / beta), Ha: -0.1294 / -0.1293